Here is a structure of composition C36H60NO6SSn from the OMol25 dataset. Energies are from ωB97M-V/def2-TZVPD.

```
105
Properties=species:S:1:pos:R:3:forces:R:3:mulliken_charge:R:1
Sn -0.7642 -0.6330 0.3825 0.0 0.1 0.0 1.49
C 6.5237 -3.1784 -1.4462 0.0 0.0 0.0 -1.23
C 6.3490 -2.0356 -0.4293 0.0 0.0 0.0 1.79
C 7.1519 -2.3595 0.8394 0.0 0.0 0.0 -1.91
C 6.8848 -0.7313 -1.0281 0.0 0.0 0.0 -1.71
C 4.8616 -1.9200 -0.1345 0.0 0.0 0.0 -1.16
C 4.0287 -1.1559 -0.8596 0.0 0.1 0.1 -0.05
C 2.6239 -1.0809 -0.5083 0.0 0.1 0.0 0.04
N 1.6880 -0.5062 -1.1772 0.0 0.1 0.0 0.24
C 2.0267 0.0346 -2.4478 0.0 0.0 0.0 -1.03
C 2.6013 -0.7377 -3.4453 -0.1 0.0 0.0 -0.55
C 3.0171 -0.1698 -4.6486 0.0 0.0 0.0 -0.88
C 2.9143 1.2114 -4.7915 0.0 0.0 0.0 -0.16
C 2.3196 2.0453 -3.8408 0.0 0.0 0.0 0.83
C 1.8182 1.3828 -2.7320 0.0 0.0 0.0 0.04
O 1.0164 2.1152 -1.7531 0.0 0.0 0.0 -0.42
C 2.3612 3.5817 -3.9660 0.0 0.0 0.0 1.67
C 0.9644 4.2269 -4.0208 0.0 0.0 0.0 -1.60
C 3.1057 4.0033 -5.2387 0.0 0.0 0.0 -2.24
C 3.1519 4.1518 -2.7733 0.0 0.0 0.0 -1.35
C 3.6188 -1.0645 -5.7289 0.0 0.0 0.0 1.97
C 4.8588 -1.7677 -5.1555 0.0 0.0 0.0 -1.51
C 2.5717 -2.1132 -6.1336 0.0 0.0 0.0 -1.65
C 4.0302 -0.2740 -6.9708 0.0 0.0 0.0 -2.21
C 2.1908 -1.6615 0.8325 0.1 0.2 0.1 0.44
O 1.1467 -1.2089 1.3526 -0.2 -0.3 0.0 -0.67
C 3.0355 -2.6404 1.4642 0.0 0.0 0.0 0.22
C 4.2930 -2.7190 0.9560 0.0 -0.1 -0.1 0.11
C 2.6715 -3.4308 2.7308 0.0 0.0 0.0 2.11
C 3.2629 -4.8466 2.6355 0.0 0.0 0.0 -1.93
C 3.2805 -2.7024 3.9387 0.0 0.0 0.0 -1.56
C 1.1632 -3.5757 2.9507 -0.1 0.0 0.0 -1.46
H 7.5860 -3.3388 -1.6328 0.0 0.0 0.0 0.45
H 6.1081 -4.1177 -1.0741 0.0 0.0 0.0 0.35
H 6.0410 -2.9362 -2.3944 0.0 0.0 0.0 0.06
H 8.2139 -2.2604 0.6189 0.0 0.0 0.0 0.46
H 6.9234 -1.6721 1.6572 0.0 0.0 0.0 0.41
H 7.0025 -3.3834 1.1842 0.0 0.0 0.0 0.41
H 7.9566 -0.8280 -1.1965 0.0 0.0 0.0 0.50
H 6.4340 -0.5026 -1.9954 0.0 0.0 0.0 0.22
H 6.7251 0.1128 -0.3549 0.0 0.0 0.0 0.41
H 4.3828 -0.5586 -1.6853 0.0 0.0 0.0 0.71
H 2.7225 -1.7982 -3.2649 0.0 0.0 0.0 0.72
H 3.3129 1.6636 -5.6840 0.0 0.0 0.0 0.83
H 0.2923 3.6899 -4.6923 0.0 0.0 0.0 0.36
H 0.4896 4.3336 -3.0383 0.0 0.0 0.0 0.27
H 1.0557 5.2441 -4.4000 0.0 0.0 0.0 0.53
H 2.5845 3.6801 -6.1406 0.0 0.0 0.0 0.47
H 3.1637 5.0906 -5.2666 0.0 0.0 0.0 0.48
H 4.1262 3.6207 -5.2622 0.0 0.0 0.0 0.46
H 2.6788 4.0188 -1.7873 0.0 0.0 0.0 0.35
H 4.1448 3.7071 -2.7084 0.0 0.0 0.0 0.40
H 3.2662 5.2294 -2.8901 0.0 0.0 0.0 0.43
H 4.6045 -2.4192 -4.3163 0.0 0.0 0.0 0.30
H 5.3169 -2.3908 -5.9238 0.0 0.0 0.0 0.51
H 5.6051 -1.0432 -4.8220 0.0 0.0 0.0 0.31
H 2.3012 -2.7636 -5.2996 0.0 0.0 0.0 0.29
H 1.6638 -1.6391 -6.5105 0.0 0.0 0.0 0.39
H 2.9736 -2.7450 -6.9256 0.0 0.0 0.0 0.47
H 4.8251 0.4433 -6.7566 0.0 0.0 0.0 0.43
H 4.4124 -0.9633 -7.7227 0.0 0.0 0.0 0.44
H 3.1861 0.2558 -7.4164 0.0 0.0 0.0 0.47
H 4.9765 -3.4061 1.4342 0.0 0.0 0.0 0.21
H 4.3508 -4.8561 2.6921 0.0 0.0 0.0 0.43
H 2.9066 -5.4429 3.4747 0.0 0.0 0.0 0.50
H 2.9650 -5.3481 1.7126 0.0 0.0 0.0 0.41
H 4.3660 -2.6354 3.8534 0.0 0.0 0.0 0.33
H 2.8838 -1.6890 4.0344 0.0 0.0 0.0 0.31
H 3.0492 -3.2440 4.8568 0.0 0.0 0.0 0.48
H 0.6614 -3.9478 2.0555 0.0 0.0 0.0 -0.32
H 0.9933 -4.2998 3.7469 0.0 0.0 0.0 0.60
H 0.6885 -2.6431 3.2447 0.0 0.0 0.0 0.19
C -0.4548 2.0301 -2.0202 0.0 0.0 0.0 -0.60
O -1.0243 2.4707 -0.8623 0.0 -0.1 0.1 -0.41
C -2.4683 2.5366 -0.9408 0.0 0.1 0.0 -0.60
C -3.0346 2.5082 0.4525 0.0 0.0 0.0 -0.77
O -2.7271 1.2509 1.0476 0.0 0.0 0.0 -0.05
C -3.1057 1.1503 2.4156 0.0 0.0 0.0 -0.51
C -2.7569 -0.2512 2.8541 0.1 0.0 0.0 -0.68
O -1.3503 -0.5362 2.6408 -0.1 0.0 0.0 -0.03
C -0.5126 -0.0837 3.7356 0.0 0.0 -0.1 -0.73
H -0.6601 2.6508 -2.8932 0.0 0.0 0.0 0.49
H 1.3157 3.0523 -1.7159 0.0 0.0 0.0 0.48
H -0.6109 0.9702 -2.2400 0.0 0.0 0.0 0.53
H -2.7626 3.4603 -1.4429 0.0 0.0 0.0 0.44
H -2.8466 1.6870 -1.5177 0.0 0.0 0.0 0.39
H -2.6341 3.3280 1.0560 0.1 0.0 0.0 0.40
H -4.1189 2.6339 0.3763 0.0 0.0 0.0 0.41
H -2.5843 1.9052 3.0122 0.0 0.0 0.0 0.36
H -4.1820 1.3065 2.5351 0.0 0.0 0.0 0.41
H -2.9893 -0.4100 3.9068 0.0 0.0 0.0 0.49
H -3.3112 -0.9811 2.2627 0.0 0.0 0.0 0.14
H -0.8109 -0.6092 4.6411 0.0 0.0 0.0 0.30
H 0.5126 -0.3303 3.4811 0.0 0.0 0.0 0.09
H -0.6148 0.9918 3.8716 0.0 0.0 0.0 0.40
C -3.4761 -4.3366 0.1673 0.0 0.0 0.0 -1.06
S -1.8839 -3.9919 0.8882 0.0 -0.1 0.0 0.57
C -0.9314 -5.2512 0.0608 0.0 0.0 0.0 -0.85
O -1.4446 -2.6756 0.1869 0.1 0.0 0.0 -0.49
H -3.7756 -5.3348 0.4884 0.0 0.0 0.0 0.46
H -3.4031 -4.2786 -0.9172 0.0 0.0 0.0 0.35
H -4.1847 -3.6073 0.5539 0.0 0.0 0.0 0.38
H -1.2941 -6.2199 0.4063 0.0 0.0 0.0 0.47
H 0.1109 -5.1324 0.3471 0.0 0.0 0.0 0.12
H -1.0591 -5.1484 -1.0156 0.0 0.0 0.0 0.37
```
Forces are in eV/Å.

Results
**Strongest force on any atom**: 0.40 eV Å⁻¹
**Energy relative to the best compared isomer or geometry (same formula, charge and spin)**: 25.7 kJ/mol
**Charge**: +3
**LUMO**: -9.6 eV
**HOMO-LUMO gap**: 6.7 eV